Entry 1:
C51H43BrCl3LuN7O3S2 | ωB97M-V/def2-TZVPD

total charge	+1
E_LUMO	-2.532	eV
Kohn-Sham gap	7.343	eV
total energy	-233061.1900	eV

Element x y z (Å)
Lu1 1.276939 0.424765 -0.810239
N1 0.893300 -0.440398 1.428912
C1 0.978805 0.391550 2.609776
C2 -0.063361 0.301870 3.524311
C3 -0.089376 1.093934 4.659974
C4 0.951174 1.981610 4.879188
C5 1.985723 2.064499 3.965354
C6 2.038457 1.282456 2.808614
C7 3.164696 1.505211 1.852793
C8 4.426012 1.791009 2.389438
C9 5.472653 2.178728 1.567761
C10 5.253588 2.316951 0.201209
C11 4.009462 1.987101 -0.314861
C12 2.940331 1.522346 0.469411
H1 0.031355 -0.985334 1.462545
H2 1.635239 -1.142869 1.394961
H3 -0.868428 -0.394668 3.330102
H4 -0.914261 1.021061 5.353401
H5 0.948104 2.625700 5.746392
H6 2.769296 2.791076 4.125823
H7 4.595165 1.713396 3.455796
H8 6.440611 2.397455 1.997524
H9 6.047417 2.663394 -0.447841
H10 3.875156 2.076462 -1.395251
C13 5.647576 -1.317452 -0.128161
C14 4.266248 -1.168981 0.036155
N2 3.439318 -0.947934 -0.969639
C15 3.955660 -0.888726 -2.212832
C16 5.325425 -0.986873 -2.482007
C17 6.178621 -1.201305 -1.387719
C18 5.798887 -0.886180 -3.835497
C19 4.936710 -0.728220 -4.859697
C20 3.520232 -0.658252 -4.621863
C21 2.580285 -0.548189 -5.659879
C22 1.244330 -0.494539 -5.361149
C23 0.854320 -0.521403 -4.015824
N3 1.712858 -0.637556 -3.020819
C24 3.029299 -0.722510 -3.314387
H11 6.270767 -1.485449 0.736039
H12 3.839190 -1.192384 1.031704
H13 7.245292 -1.275869 -1.547530
H14 6.863115 -0.951926 -4.013811
H15 5.293038 -0.660413 -5.878131
H16 2.917312 -0.509442 -6.686447
H17 0.493031 -0.416017 -6.130907
H18 -0.188132 -0.434993 -3.741077
Cl1 -6.557300 -5.785723 -1.059009
C25 -6.289635 -4.075949 -1.144116
C26 -5.896450 -3.382745 -0.011346
C27 -5.679357 -2.018728 -0.097332
C28 -5.819887 -1.322403 -1.294115
C29 -5.531513 0.171833 -1.366498
C30 -4.334987 0.545271 -2.254892
N4 -3.078446 -0.143820 -1.993647
C31 -2.795007 -1.480865 -2.142049
C32 -1.523670 -1.650451 -1.695542
N5 -1.012669 -0.439966 -1.274524
C33 -1.977802 0.436102 -1.483672
O1 -5.488943 0.754915 -0.085220
C34 -4.241909 0.697060 0.606865
C35 -4.499150 0.689932 2.078739
C36 -4.013921 -0.248886 2.941327
Cl2 -3.039033 -1.617579 2.530400
S1 -4.461549 0.013424 4.567860
C37 -5.325786 1.420746 4.120985
C38 -5.262666 1.663613 2.785832
C39 -6.265261 -2.052334 -2.392516
Cl3 -6.603906 -1.253881 -3.908909
C40 -6.498792 -3.416535 -2.341984
H19 -5.776637 -3.901381 0.927842
H20 -5.418020 -1.481150 0.798963
H21 -6.385246 0.652518 -1.862034
H22 -4.130374 1.611497 -2.148743
H23 -4.609625 0.367558 -3.293570
H24 -3.511942 -2.173289 -2.535139
H25 -0.932880 -2.548232 -1.641245
H26 -1.917143 1.484911 -1.255858
H27 -3.629847 1.565745 0.329030
H28 -3.683148 -0.206723 0.346906
H29 -5.831878 1.998089 4.873184
H30 -5.745846 2.499299 2.307762
H31 -6.850111 -3.945362 -3.214491
S2 1.226321 -3.392964 -0.160642
C41 0.892348 -3.650726 1.477572
N6 1.872443 -3.969380 2.335133
C42 1.680025 -4.315550 3.735986
C43 0.434332 -3.619987 4.253791
C44 -0.732651 -3.914556 3.327819
N7 -0.357955 -3.546897 1.967015
H32 2.772125 -4.108307 1.901822
H33 2.563848 -3.991355 4.285172
H34 1.594568 -5.401051 3.841395
H35 0.605920 -2.543499 4.298934
H36 0.208518 -3.962460 5.263402
H37 -1.614726 -3.337020 3.602378
H38 -1.004167 -4.974661 3.365539
H39 -1.071401 -3.427997 1.263264
Br1 -0.905169 7.437690 0.553511
C45 0.171285 6.401802 -0.601163
C46 1.059911 7.037591 -1.457256
C47 1.854956 6.281625 -2.305574
C48 1.756475 4.899946 -2.306864
C49 0.861220 4.279110 -1.442741
C50 0.066247 5.023682 -0.579549
C51 0.761700 2.805482 -1.429851
O2 0.036374 2.209750 -0.571323
O3 1.426626 2.103445 -2.251689
H40 1.130385 8.114931 -1.454257
H41 2.550386 6.778583 -2.965314
H42 2.365737 4.295622 -2.961195
H43 -0.606730 4.527910 0.103868

Forces on the atoms, in the same order (eV/Å):
Lu 0.43 -1.45 0.13
N 0.00 -0.15 -0.13
C -0.05 0.03 -0.12
C 0.05 0.05 0.01
C 0.07 -0.01 -0.07
C -0.07 -0.02 0.02
C 0.00 -0.01 0.00
C -0.02 -0.04 -0.02
C -0.06 -0.05 0.14
C 0.07 0.02 -0.14
C -0.04 0.00 -0.01
C -0.05 -0.02 0.17
C 0.07 -0.04 -0.08
C -0.11 0.18 -0.23
H 0.11 0.08 0.01
H 0.01 0.10 0.14
H -0.02 -0.03 0.01
H -0.06 -0.01 0.05
H 0.00 0.03 0.06
H 0.03 0.04 0.00
H 0.00 -0.01 0.06
H 0.06 0.01 0.00
H 0.04 0.03 -0.03
H 0.03 -0.01 0.06
C -0.15 0.03 -0.06
C 0.08 0.00 -0.16
N 0.01 0.05 0.12
C -0.18 -0.01 -0.15
C 0.04 -0.07 0.06
C -0.04 0.00 0.04
C -0.10 0.00 0.02
C -0.04 -0.02 0.11
C 0.03 -0.07 -0.07
C -0.04 0.00 0.02
C -0.04 -0.01 0.20
C 0.14 -0.02 -0.13
N -0.08 0.19 0.04
C 0.10 -0.01 0.15
H 0.05 -0.01 0.04
H 0.00 0.01 -0.02
H 0.07 -0.01 -0.02
H 0.05 0.00 -0.01
H 0.01 0.00 -0.05
H 0.04 0.00 -0.06
H -0.03 0.01 -0.07
H -0.06 0.00 -0.02
Cl 0.01 0.06 0.00
C -0.01 -0.11 0.04
C -0.03 0.02 -0.09
C 0.01 -0.03 -0.05
C 0.04 0.00 0.04
C -0.19 0.01 -0.15
C 0.06 0.03 -0.29
N 0.17 0.06 0.07
C -0.04 -0.03 0.05
C 0.14 -0.18 0.05
N 0.02 0.18 -0.11
C -0.05 0.00 0.02
O 0.07 0.07 0.21
C 0.02 -0.05 0.03
C 0.11 -0.05 0.07
C 0.05 -0.05 -0.23
Cl -0.24 0.14 -0.10
S 0.00 0.02 0.08
C 0.01 0.04 -0.12
C 0.00 -0.07 0.12
C -0.06 0.12 -0.19
Cl 0.06 -0.01 0.06
C 0.05 0.04 0.10
H 0.00 -0.03 0.04
H 0.01 0.04 0.07
H 0.08 -0.09 0.10
H -0.11 0.00 0.02
H -0.01 -0.01 0.03
H -0.07 -0.13 -0.07
H -0.01 -0.04 -0.01
H 0.02 0.07 -0.01
H -0.08 -0.06 0.11
H -0.04 0.10 0.04
H -0.06 0.05 0.07
H -0.05 0.07 -0.05
H 0.00 -0.02 -0.03
S 0.04 0.13 0.07
C -0.12 -0.27 -0.11
N 0.07 0.12 -0.16
C 0.03 -0.01 0.07
C -0.04 -0.05 0.08
C -0.03 -0.09 0.02
N 0.05 0.09 -0.12
H -0.04 0.01 0.05
H -0.04 -0.03 0.03
H -0.02 0.02 0.04
H 0.00 0.07 -0.02
H 0.00 -0.01 -0.03
H 0.16 -0.10 0.09
H 0.04 0.01 0.04
H 0.05 -0.03 0.05
Br -0.04 0.02 0.05
C 0.08 -0.02 -0.08
C -0.04 -0.03 0.06
C -0.03 -0.06 0.01
C -0.08 0.07 0.06
C -0.01 0.03 -0.10
C 0.03 0.09 0.03
C -0.08 0.19 -0.07
O -0.36 0.65 0.19
O 0.11 0.30 -0.14
H 0.00 0.06 0.00
H 0.04 0.03 -0.04
H 0.03 -0.05 -0.03
H -0.02 -0.04 0.00

=====

Entry 2:
C51H45F3N2O2SbSeSiTeTi | ωB97M-V/def2-TZVPD

total charge	+1
E_LUMO	-3.776	eV
Kohn-Sham gap	6.995	eV
energy above the lowest of the compared OMol25 structures with the same formula, charge and spin	0.0	kcal per mole
total energy	-179011.0635	eV

Element x y z (Å)
Ti1 -0.214145 -0.002270 0.085874
C1 -6.869783 -1.980198 1.186517
C2 -5.432425 -1.514304 1.193785
C3 -4.933915 -0.725529 2.233128
C4 -3.624569 -0.289101 2.248952
C5 -3.077911 0.520762 3.408136
O1 -2.932936 -0.031350 4.473202
C6 -2.689065 1.945754 3.183566
C7 -2.123568 2.650133 4.242204
C8 -1.775310 3.982071 4.085813
C9 -2.000780 4.620315 2.870859
C10 -2.564707 3.921530 1.808979
C11 -2.904055 2.585241 1.965160
C12 -2.774148 -0.648256 1.221124
O2 -1.481238 -0.219089 1.265491
C13 -3.211283 -1.492528 0.199724
C14 -4.552411 -1.895142 0.200971
C15 -2.280530 -2.050841 -0.801143
N1 -1.116394 -1.517358 -1.016654
C16 -0.127456 -2.182955 -1.899917
C17 0.728346 -3.169475 -1.105695
Te1 1.211976 -2.447726 0.872442
C18 -0.169763 -3.755604 1.778152
C19 -0.088768 -5.113883 1.495578
C20 -0.999496 -5.986448 2.080758
C21 -1.964412 -5.501964 2.960475
C22 -2.024103 -4.144716 3.250899
C23 -1.126871 -3.263753 2.655379
C24 -2.681607 -3.335187 -1.456005
C25 -2.912402 -3.425886 -2.825925
C26 -3.248583 -4.647149 -3.393350
C27 -3.351654 -5.780377 -2.595827
C28 -3.132009 -5.689588 -1.226516
C29 -2.803012 -4.468983 -0.652683
H1 -7.508529 -1.299153 1.748628
H2 -6.955496 -2.968054 1.644634
H3 -7.257066 -2.053412 0.168993
H4 -5.589830 -0.434254 3.049267
H5 -1.971157 2.137643 5.183914
H6 -1.330390 4.526091 4.911237
H7 -1.747624 5.668615 2.750675
H8 -2.755392 4.424436 0.866385
H9 -3.361452 2.048125 1.142305
H10 -4.910738 -2.520163 -0.610087
H11 0.491860 -1.408970 -2.331128
H12 -0.612068 -2.703690 -2.714429
H13 1.654242 -3.400995 -1.627950
H14 0.177977 -4.092117 -0.939295
H15 0.681734 -5.499928 0.837892
H16 -0.946357 -7.046023 1.856903
H17 -2.659619 -6.187318 3.432725
H18 -2.767310 -3.764266 3.942324
H19 -1.186104 -2.205501 2.882237
H20 -2.863211 -2.535182 -3.445317
H21 -3.425748 -4.713048 -4.460822
H22 -3.614132 -6.732510 -3.041259
H23 -3.221017 -6.568459 -0.597554
H24 -2.634615 -4.394909 0.418469
F1 6.634299 -2.738476 -5.252269
C30 5.847659 -2.211521 -4.305220
C31 6.413009 -1.827927 -3.104892
C32 5.601333 -1.244134 -2.137609
C33 4.240678 -1.046103 -2.379068
C34 3.699402 -1.493726 -3.588928
C35 4.499759 -2.078675 -4.563447
Sb1 2.955267 0.016689 -1.042625
C36 4.327899 0.350991 0.568392
C37 4.168098 -0.233294 1.825151
C38 5.083120 -0.011453 2.849015
C39 6.152374 0.820196 2.602121
F2 7.032452 1.054114 3.583768
C40 6.345497 1.426826 1.377743
C41 5.432525 1.182022 0.362463
C42 3.257845 1.954945 -1.885319
C43 3.421919 2.125464 -3.258705
C44 3.624441 3.391453 -3.797632
C45 3.681687 4.470116 -2.940060
F3 3.897313 5.689065 -3.452419
C46 3.528154 4.340743 -1.573791
C47 3.299915 3.074989 -1.050199
H25 7.473410 -1.980931 -2.937908
H26 6.042868 -0.952336 -1.193456
H27 2.637258 -1.385234 -3.790743
H28 4.095791 -2.423512 -5.509180
H29 3.326305 -0.867957 2.038820
H30 4.971741 -0.470724 3.823955
H31 7.194276 2.084049 1.230897
H32 5.592677 1.649808 -0.599868
H33 3.413766 1.271191 -3.927579
H34 3.737779 3.542274 -4.864630
H35 3.583065 5.217129 -0.938002
H36 3.170094 2.968056 0.022087
C48 -0.139810 1.217586 -3.360338
Si1 -0.934312 1.665775 -1.718603
C49 -2.764094 1.734507 -2.048858
C50 -0.321970 3.369453 -1.297501
H37 -0.113854 2.114689 -3.989632
H38 -0.707323 0.444277 -3.891193
H39 0.889622 0.874867 -3.254778
H40 -2.963430 2.535239 -2.770265
H41 -3.354520 1.935467 -1.147770
H42 -3.124479 0.792684 -2.479278
H43 -0.691024 4.087814 -2.040587
H44 0.767652 3.391383 -1.307838
H45 -0.655583 3.694311 -0.303654
Se1 1.768851 2.617663 3.395547
C51 1.266513 1.777266 1.988974
N2 0.968873 1.176566 0.991274

Forces on the atoms, in the same order (eV/Å):
Ti 1.08 -0.21 0.09
C 0.13 0.05 -0.02
C -0.20 0.02 0.15
C -0.27 -0.02 0.06
C 0.04 0.41 0.26
C 0.28 0.03 -0.21
O -0.12 -0.03 0.11
C -0.15 -0.14 0.01
C 0.04 0.06 0.10
C -0.01 0.00 -0.01
C -0.01 -0.01 -0.03
C 0.00 0.01 0.01
C -0.06 0.06 -0.04
C 0.50 0.02 -0.13
O -1.62 -0.03 0.52
C 0.18 -0.29 -0.35
C 0.01 -0.11 -0.21
C 0.04 -0.03 0.10
N -0.30 -0.51 -0.64
C -0.14 -0.23 0.44
C -0.02 0.14 -0.10
Te 0.14 -0.36 -0.37
C -0.06 0.19 0.04
C -0.13 -0.12 0.16
C 0.02 0.04 0.02
C 0.05 -0.02 -0.04
C -0.02 -0.01 0.00
C -0.13 -0.04 0.05
C 0.01 0.06 0.03
C -0.13 0.07 -0.03
C 0.02 0.00 -0.02
C 0.00 0.01 0.02
C 0.02 0.02 0.00
C 0.00 0.01 0.02
H 0.03 -0.01 -0.03
H 0.01 0.03 0.00
H 0.04 0.02 0.06
H 0.05 -0.04 -0.06
H 0.02 0.02 -0.03
H -0.05 -0.04 -0.06
H 0.00 -0.11 0.02
H 0.02 -0.05 0.08
H -0.01 -0.01 0.02
H 0.05 -0.01 0.07
H 0.13 0.27 -0.10
H -0.09 -0.09 -0.17
H 0.01 0.04 -0.04
H 0.01 -0.06 0.07
H -0.03 -0.01 0.00
H 0.01 0.06 0.05
H 0.04 0.05 -0.06
H 0.05 -0.01 -0.04
H 0.03 -0.04 0.02
H 0.05 -0.06 0.03
H -0.02 0.01 0.09
H 0.02 0.05 0.03
H 0.01 0.06 -0.06
H -0.05 0.01 -0.10
F 0.04 -0.07 -0.01
C 0.05 0.00 0.03
C 0.02 0.08 0.19
C -0.06 -0.08 -0.16
C -0.10 -0.10 -0.13
C 0.12 0.00 0.08
C -0.22 0.04 -0.03
Sb 0.50 0.30 0.07
C -0.04 -0.11 0.09
C 0.22 0.16 -0.02
C -0.18 -0.11 -0.04
C 0.03 0.03 0.02
F 0.04 0.00 0.04
C 0.02 0.08 -0.16
C 0.02 -0.09 0.03
C -0.08 0.09 -0.05
C 0.02 0.09 0.08
C -0.04 -0.19 -0.08
C 0.00 0.02 0.00
F 0.00 0.07 -0.02
C -0.06 -0.05 0.16
C 0.00 -0.05 -0.11
H -0.10 0.02 -0.02
H 0.00 0.06 -0.01
H 0.01 0.04 -0.01
H 0.04 0.06 0.09
H -0.16 -0.12 0.01
H -0.02 0.05 -0.06
H -0.04 -0.07 0.00
H -0.01 0.04 -0.02
H -0.02 0.03 0.02
H 0.04 0.00 0.08
H -0.01 -0.07 -0.06
H 0.03 0.01 -0.04
C 0.02 -0.25 -0.24
Si 0.13 0.07 -0.46
C -0.49 -0.20 0.18
C -0.05 0.31 0.42
H -0.03 -0.10 0.02
H 0.07 0.07 0.03
H 0.06 0.02 -0.05
H 0.00 -0.08 0.06
H 0.03 0.02 -0.15
H -0.01 0.12 0.04
H 0.04 -0.09 0.08
H 0.01 0.05 -0.01
H 0.09 -0.01 -0.18
Se 0.01 0.03 -0.01
C 0.08 -0.26 -0.51
N 0.49 0.97 1.05